# 1
{
  "formula": "C20H17F26NO7",
  "method": "ωB97M-V/def2-TZVPD",
  "gap_ev": 11.35,
  "spin_multiplicity": 1,
  "smiles": "FC(F)C(F)(F)COC(F)(F)C(F)F.FC(F)C(F)(F)COC(F)(F)C(F)F.FC(F)C(F)(F)COC(F)(F)C(F)F.CC(=O)OCN(C(=O)F)C(=O)F",
  "e_homo_ev": -11.079,
  "molar_mass_da": 877.30,
  "charge": 0,
  "symbols": ["C", "C", "O", "O", "C", "N", "C", "O", "F", "C", "O", "F", "H", "H", "H", "H", "H", "C", "C", "C", "F", "F", "F", "F", "O", "C", "C", "F", "F", "F", "F", "H", "H", "H", "H", "C", "C", "C", "F", "F", "F", "F", "O", "C", "C", "F", "F", "F", "F", "H", "H", "H", "H", "C", "C", "C", "F", "F", "F", "F", "O", "C", "C", "F", "F", "F", "F", "H", "H", "H", "H"],
  "coordinates": [[3.247, -0.153, 3.864], [4.325, -0.592, 2.925], [4.077, -1.380, 2.052], [5.586, -0.065, 2.979], [6.005, 0.458, 4.219], [7.403, 0.835, 4.045], [8.340, -0.191, 4.179], [9.514, -0.075, 3.954], [7.817, -1.328, 4.583], [7.757, 1.971, 4.813], [7.781, 2.052, 6.006], [8.024, 2.988, 4.049], [3.541, 0.520, 4.652], [2.778, -1.020, 4.291], [2.497, 0.314, 3.255], [5.441, 1.335, 4.499], [5.884, -0.257, 5.017], [-3.409, 1.814, 2.333], [-3.454, 1.304, 0.878], [-2.942, -0.111, 0.589], [-1.634, -0.250, 0.866], [-3.110, -0.370, -0.733], [-2.855, 2.201, 0.067], [-4.768, 1.268, 0.535], [-2.355, 2.691, 2.720], [-1.149, 2.241, 3.207], [0.014, 2.648, 2.299], [-0.140, 2.156, 1.061], [1.166, 2.145, 2.810], [-1.153, 0.919, 3.458], [-0.945, 2.859, 4.391], [-4.294, 2.443, 2.420], [-3.549, 1.008, 3.052], [-3.513, -0.849, 1.159], [0.089, 3.736, 2.237], [-5.972, -2.210, -2.727], [-6.442, -2.200, -4.194], [-6.195, -0.940, -5.030], [-6.850, 0.130, -4.544], [-6.648, -1.159, -6.287], [-7.743, -2.556, -4.259], [-5.729, -3.180, -4.817], [-6.926, -1.985, -1.693], [-7.237, -0.729, -1.218], [-8.714, -0.383, -1.427], [-9.040, -0.419, -2.730], [-8.941, 0.867, -0.965], [-6.415, 0.211, -1.709], [-7.030, -0.767, 0.119], [-5.667, -3.241, -2.555], [-5.073, -1.611, -2.584], [-5.126, -0.717, -5.082], [-9.345, -1.090, -0.885], [4.674, -0.121, -2.190], [3.498, -0.058, -1.196], [2.844, -1.377, -0.762], [2.276, -2.018, -1.805], [1.855, -1.101, 0.122], [2.560, 0.799, -1.657], [4.008, 0.494, -0.061], [4.434, 0.157, -3.567], [4.075, -0.810, -4.481], [2.704, -0.527, -5.100], [1.744, -0.478, -4.160], [2.399, -1.520, -5.967], [4.160, -2.053, -3.977], [4.968, -0.740, -5.492], [5.318, 0.702, -1.886], [5.268, -1.024, -2.057], [3.566, -2.037, -0.279], [2.723, 0.426, -5.633]],
  "atomic_forces_ev_per_a": [[0.4, 0.2, 0.2], [-0.2, -0.8, -0.9], [0.4, 0.2, 0.3], [-0.3, -0.2, 0.3], [0.0, 0.4, -0.1], [-0.5, -0.9, 0.6], [2.4, 0.6, -0.7], [-1.6, -0.1, 0.5], [-0.4, -0.5, -0.1], [0.2, 0.3, 1.7], [-0.1, -0.3, -1.3], [0.2, 0.7, -0.6], [0.1, 0.2, 0.2], [-0.1, -0.5, 0.2], [-0.3, 0.3, -0.3], [-0.1, 0.5, -0.1], [0.0, -0.4, 0.2], [-0.3, 0.2, 0.5], [0.4, 0.5, 0.0], [-0.1, -0.3, -0.1], [0.1, 0.2, 0.2], [-0.1, 0.1, 0.0], [0.1, -0.1, 0.0], [-0.2, -0.1, 0.1], [0.4, -0.4, -0.5], [-0.7, 0.0, 0.2], [0.2, 0.2, -0.3], [-0.1, -0.2, 0.0], [0.0, 0.1, 0.1], [0.0, 0.0, -0.2], [0.1, 0.1, 0.1], [0.0, 0.0, -0.1], [0.2, -0.2, -0.1], [0.0, 0.1, 0.0], [0.0, 0.0, 0.1], [0.4, -0.2, 0.5], [-0.5, 0.0, 0.4], [0.2, 0.1, -0.3], [-0.1, 0.0, 0.3], [0.0, -0.1, 0.1], [0.0, 0.1, 0.0], [0.2, 0.0, 0.0], [-0.5, 0.4, -0.6], [0.8, -0.6, -0.1], [-0.3, 0.0, 0.1], [0.2, 0.0, -0.1], [0.1, 0.0, 0.0], [-0.2, 0.1, -0.2], [-0.1, 0.1, 0.2], [-0.1, 0.0, 0.0], [-0.1, 0.3, -0.1], [0.0, 0.0, 0.1], [0.1, 0.0, 0.0], [0.7, 0.1, -0.1], [-0.2, 0.2, -0.5], [-0.1, -0.1, 0.4], [0.1, 0.1, -0.3], [0.0, 0.1, -0.1], [-0.1, -0.1, -0.1], [0.1, 0.0, 0.1], [-0.8, -0.2, 0.1], [0.6, 0.2, 0.5], [-0.2, 0.1, -0.2], [0.0, -0.1, 0.2], [0.1, 0.0, 0.0], [-0.2, 0.1, 0.1], [0.1, 0.0, -0.2], [0.0, 0.0, 0.0], [-0.2, -0.2, 0.0], [0.1, 0.1, 0.0], [0.1, 0.0, 0.0]],
  "lowdin_charge": [0.041, -0.479, 0.114, 0.061, -0.149, 0.095, -0.488, 0.185, 0.173, -0.490, 0.211, 0.201, 0.075, 0.100, 0.076, 0.140, 0.148, -0.030, -0.443, -0.303, 0.103, 0.088, 0.138, 0.102, 0.047, -0.542, -0.280, 0.113, 0.083, 0.153, 0.143, 0.149, 0.146, 0.174, 0.177, -0.034, -0.441, -0.308, 0.101, 0.095, 0.134, 0.103, 0.044, -0.542, -0.289, 0.107, 0.100, 0.155, 0.134, 0.148, 0.139, 0.173, 0.175, -0.032, -0.435, -0.309, 0.094, 0.090, 0.131, 0.099, 0.044, -0.543, -0.291, 0.104, 0.098, 0.155, 0.141, 0.147, 0.147, 0.158, 0.174]
}

***

# 2
{
  "formula": "C20H17F2NO5",
  "method": "ωB97M-V/def2-TZVPD",
  "gap_ev": 9.18,
  "spin_multiplicity": 1,
  "smiles": "O=C(COC(=O)c1ccc(N2CCCC2=O)cc1)c1ccc(OC(F)F)cc1",
  "e_homo_ev": -8.888,
  "molar_mass_da": 389.35,
  "charge": 0,
  "symbols": ["O", "C", "C", "C", "C", "C", "C", "C", "H", "H", "O", "C", "F", "F", "H", "H", "H", "C", "H", "O", "C", "O", "C", "C", "C", "C", "C", "C", "H", "H", "N", "C", "O", "C", "C", "H", "H", "C", "H", "H", "H", "H", "H", "H", "H"],
  "coordinates": [[-5.490, -0.423, 0.534], [-4.495, -0.059, -0.032], [-3.228, -0.831, -0.151], [-2.504, -1.160, 0.987], [-1.231, -1.699, 0.884], [-0.693, -1.928, -0.371], [-1.439, -1.668, -1.517], [-2.691, -1.107, -1.408], [-3.258, -0.880, -2.298], [-0.999, -1.886, -2.476], [0.587, -2.413, -0.617], [1.490, -2.523, 0.356], [1.660, -1.385, 1.078], [1.159, -3.463, 1.286], [2.455, -2.798, -0.092], [-0.678, -1.916, 1.784], [-2.923, -0.953, 1.960], [-4.389, 1.322, -0.700], [-4.850, 1.294, -1.690], [-3.032, 1.684, -0.897], [-2.339, 1.910, 0.243], [-2.882, 2.091, 1.306], [-0.878, 1.832, 0.064], [-0.290, 1.382, -1.116], [1.070, 1.164, -1.175], [1.875, 1.402, -0.060], [1.290, 1.890, 1.110], [-0.071, 2.089, 1.171], [-0.538, 2.427, 2.083], [1.889, 2.075, 1.987], [3.248, 1.138, -0.119], [3.805, 0.092, -0.793], [3.207, -0.772, -1.393], [5.313, 0.196, -0.644], [5.503, 1.115, 0.556], [6.406, 1.718, 0.493], [5.541, 0.527, 1.473], [4.237, 1.975, 0.540], [3.922, 2.255, 1.544], [4.381, 2.892, -0.045], [5.761, -0.788, -0.524], [5.708, 0.638, -1.562], [1.517, 0.787, -2.080], [-0.907, 1.196, -1.980], [-4.908, 2.054, -0.073]],
  "atomic_forces_ev_per_a": [[-0.1, 0.0, 0.0], [0.2, 0.3, -0.2], [0.1, -0.5, 0.1], [-0.1, 0.0, -0.3], [0.2, -0.1, 0.1], [-0.1, 0.0, 0.0], [0.2, -0.1, 0.1], [0.0, -0.1, 0.3], [0.0, 0.1, -0.1], [0.1, 0.0, -0.1], [-0.9, 0.2, -0.4], [1.5, -0.4, 0.4], [-0.1, 0.3, 0.0], [-0.3, -0.3, 0.0], [-0.4, 0.1, 0.1], [0.1, 0.0, 0.0], [0.0, 0.0, 0.1], [-0.6, 0.2, 0.2], [0.1, 0.0, 0.1], [0.2, 0.2, -0.1], [-0.2, 0.1, 0.2], [0.0, 0.0, -0.1], [0.3, -0.1, 0.0], [-0.2, 0.2, 0.2], [0.2, 0.0, 0.0], [-0.6, 0.1, -0.1], [0.2, -0.1, -0.1], [-0.3, 0.0, -0.2], [0.0, 0.0, 0.1], [0.1, 0.0, 0.1], [0.1, 0.1, 0.3], [0.4, -0.3, -0.1], [-0.1, -0.2, -0.2], [0.0, 0.0, 0.1], [0.0, 0.0, -0.1], [0.0, 0.0, 0.1], [0.0, 0.0, 0.0], [0.2, 0.4, 0.1], [0.0, 0.0, -0.1], [0.0, 0.0, 0.1], [-0.1, 0.0, -0.1], [0.0, 0.0, 0.0], [0.0, 0.0, 0.0], [0.0, 0.0, -0.1], [0.0, -0.2, -0.1]],
  "nbo_charge": [-0.500, 0.573, -0.178, -0.150, -0.299, 0.376, -0.265, -0.172, 0.218, 0.230, -0.504, 0.792, -0.351, -0.355, 0.153, 0.241, 0.234, -0.190, 0.220, -0.512, 0.794, -0.597, -0.201, -0.155, -0.186, 0.180, -0.246, -0.132, 0.237, 0.215, -0.448, 0.701, -0.618, -0.499, -0.405, 0.221, 0.211, -0.197, 0.205, 0.191, 0.238, 0.230, 0.233, 0.232, 0.234]
}